No. 1
{"formula": "C31H33BrCrN7O2", "method": "the ωB97M-V functional and the def2-TZVPD basis", "symbols": ["Cr", "C", "C", "N", "C", "C", "C", "C", "C", "C", "C", "N", "C", "C", "N", "N", "H", "H", "H", "H", "H", "H", "H", "H", "H", "H", "H", "H", "H", "H", "H", "H", "H", "H", "O", "C", "N", "C", "C", "O", "N", "C", "C", "C", "C", "C", "C", "C", "C", "C", "C", "C", "C", "H", "H", "H", "H", "H", "H", "H", "H", "H", "H", "H", "Br", "C", "C", "C", "N", "C", "C", "H", "H", "H", "H"], "positions_angstrom": [[1.523, -0.682, 0.582], [3.555, -2.668, 1.014], [2.719, -3.187, -0.151], [1.369, -2.617, -0.084], [0.465, -3.361, 0.805], [0.279, -2.655, 2.124], [-0.471, -3.160, 3.173], [-0.665, -2.369, 4.298], [-0.113, -1.096, 4.335], [0.644, -0.667, 3.257], [1.231, 0.715, 3.176], [1.972, 0.939, 1.915], [3.436, 0.928, 2.076], [3.933, -0.511, 2.157], [3.477, -1.207, 0.952], [0.844, -1.445, 2.193], [4.588, -3.030, 0.956], [3.127, -2.995, 1.968], [2.694, -4.282, -0.152], [3.170, -2.849, -1.087], [0.999, -2.652, -1.083], [0.826, -4.383, 0.971], [-0.519, -3.442, 0.330], [-0.919, -4.138, 3.106], [-1.255, -2.731, 5.123], [-0.290, -0.441, 5.171], [1.871, 0.902, 4.047], [0.393, 1.418, 3.245], [1.724, 1.870, 1.578], [3.743, 1.485, 2.968], [3.880, 1.409, 1.197], [3.490, -1.011, 3.024], [5.023, -0.526, 2.266], [4.059, -0.901, 0.167], [1.518, 0.313, -1.366], [0.360, 0.662, -1.060], [-0.451, 1.592, -1.559], [-1.547, 1.847, -0.615], [-1.207, 0.834, 0.501], [-1.713, 0.715, 1.588], [-0.166, 0.088, 0.050], [-1.491, 3.292, -0.158], [-2.301, 4.253, -0.752], [-2.217, 5.575, -0.351], [-1.320, 5.951, 0.635], [-0.503, 5.000, 1.223], [-0.587, 3.678, 0.824], [-2.923, 1.439, -1.084], [-3.153, 0.842, -2.316], [-4.446, 0.508, -2.683], [-5.504, 0.746, -1.816], [-5.267, 1.304, -0.568], [-3.981, 1.644, -0.199], [-0.230, 2.215, -2.319], [-3.008, 3.967, -1.516], [-2.855, 6.313, -0.810], [-1.262, 6.980, 0.952], [0.194, 5.290, 1.994], [0.038, 2.931, 1.298], [-2.326, 0.656, -2.988], [-4.632, 0.067, -3.650], [-6.508, 0.487, -2.108], [-6.082, 1.471, 0.116], [-3.782, 2.060, 0.777], [0.310, -1.410, -7.238], [0.486, -1.868, -5.410], [-0.491, -1.506, -4.486], [-0.301, -1.842, -3.159], [0.775, -2.484, -2.715], [1.692, -2.845, -3.607], [1.599, -2.570, -4.959], [-1.380, -0.983, -4.799], [-1.050, -1.595, -2.417], [2.541, -3.395, -3.226], [2.368, -2.891, -5.644]], "homo_ev": [-13.483, -13.483], "spin_multiplicity": 2, "charge": 2, "e_above_lowest_kj_mol": 0.0, "orbital_gap_ev": [6.31, 6.90], "s_squared": 0.76, "lumo_energy_ev": [-7.1702, -6.5796]}

No. 2
{"formula": "C31H33IIrN8O5PS2", "method": "the ωB97M-V functional and the def2-TZVPD basis", "symbols": ["Ir", "O", "C", "N", "C", "C", "C", "C", "C", "C", "N", "C", "C", "C", "C", "C", "N", "H", "H", "H", "H", "H", "H", "H", "H", "H", "H", "N", "C", "N", "C", "N", "C", "C", "N", "C", "C", "N", "H", "H", "H", "H", "H", "I", "C", "C", "C", "C", "C", "C", "C", "O", "O", "H", "H", "H", "H", "C", "C", "C", "O", "P", "S", "S", "O", "C", "C", "C", "H", "H", "H", "H", "H", "H", "H", "H", "H", "H", "H", "H", "H", "H"], "positions_angstrom": [[-0.761, 0.770, 0.591], [-2.730, 1.318, 4.031], [-2.373, 1.048, 2.905], [-1.090, 1.102, 2.450], [-0.048, 1.682, 3.278], [1.209, 1.833, 2.448], [2.188, 2.728, 2.939], [3.219, 3.462, 2.388], [3.784, 3.342, 1.019], [2.198, 2.203, -0.503], [1.165, 1.074, 1.333], [-3.326, 0.652, 1.806], [-4.652, 0.387, 2.073], [-5.487, 0.032, 1.022], [-4.963, -0.010, -0.260], [-3.622, 0.276, -0.453], [-2.818, 0.584, 0.560], [0.144, 1.046, 4.150], [-0.374, 2.651, 3.666], [2.005, 2.972, 3.981], [3.776, 4.100, 3.060], [4.589, 4.053, 0.857], [2.314, 1.865, -1.526], [-4.992, 0.451, 3.097], [-6.527, -0.205, 1.199], [-5.577, -0.280, -1.107], [-3.171, 0.262, -1.437], [4.367, 1.954, 0.941], [3.515, 0.960, 1.030], [2.287, 1.154, 0.483], [1.489, 3.387, -0.079], [2.852, 3.455, -0.112], [0.311, 3.979, 0.318], [0.273, 5.336, 0.751], [-0.837, 5.920, 1.117], [-1.971, 5.213, 1.022], [-1.965, 3.893, 0.589], [-0.847, 3.253, 0.282], [5.319, 1.826, 1.256], [3.737, 0.032, 1.541], [1.189, 5.917, 0.769], [-2.884, 5.713, 1.317], [-2.889, 3.331, 0.522], [-1.311, 1.591, -8.498], [-0.876, 1.180, -6.484], [-1.523, 1.895, -5.486], [-1.226, 1.630, -4.160], [-0.287, 0.657, -3.834], [0.353, -0.053, -4.844], [0.058, 0.203, -6.172], [0.051, 0.372, -2.400], [1.062, -0.324, -2.163], [-0.730, 0.878, -1.530], [-2.249, 2.653, -5.745], [-1.717, 2.181, -3.368], [1.082, -0.807, -4.580], [0.555, -0.351, -6.957], [0.104, -6.028, -1.316], [-0.150, -4.641, -1.879], [1.125, -3.943, -2.317], [-0.917, -3.830, -0.926], [-0.455, -3.081, 0.373], [-2.022, -2.553, 1.434], [0.727, -1.436, -0.083], [0.521, -4.108, 1.097], [1.260, -3.750, 2.297], [0.528, -4.270, 3.519], [2.650, -4.334, 2.140], [0.495, -6.672, -2.104], [-0.823, -6.458, -0.937], [0.828, -5.987, -0.506], [-0.840, -4.714, -2.719], [1.844, -3.915, -1.496], [0.922, -2.922, -2.641], [1.570, -4.492, -3.146], [1.328, -2.657, 2.345], [0.363, -5.344, 3.427], [-0.436, -3.777, 3.628], [1.125, -4.077, 4.411], [2.589, -5.413, 1.997], [3.242, -4.132, 3.033], [3.152, -3.895, 1.277]], "homo_ev": [-9.291, -10.670], "spin_multiplicity": 6, "charge": 1, "e_above_lowest_kj_mol": 455.9, "orbital_gap_ev": [5.81, 5.86], "s_squared": 8.82, "lumo_energy_ev": [-3.4781, -4.8127]}